Record 1
ORCA calculation (ωB97M-V with the def2-TZVPD basis set) on C60H58NO2P2SScSi as an isolated structure.

Electronic energy: -126729.675 eV
LUMO energy: -4.510 eV
Total charge: +2
Maximum force: 0.53 eV/Å
2S+1: 1
Gap between HOMO and LUMO: 0.282 Ha
E_HOMO: -12.2 eV

Atoms and positions in Å:
Sc 0.21 -1.30 0.09
O 0.61 0.71 0.18
S 0.21 2.01 -0.52
C -0.06 3.22 0.72
C 1.01 3.88 1.30
C 0.84 5.00 2.13
C -0.44 5.47 2.31
C -0.96 6.66 3.07
C -2.49 6.65 2.85
C -2.75 5.42 2.02
C -3.90 4.85 1.56
C -3.81 3.62 0.87
C -2.62 2.99 0.56
P -2.61 1.24 0.03
C -4.26 0.66 0.56
C -5.39 0.62 -0.25
C -6.58 0.09 0.22
C -6.66 -0.40 1.52
C -5.54 -0.35 2.34
C -4.35 0.16 1.87
C -2.72 1.23 -1.79
C -3.30 2.22 -2.57
C -3.31 2.12 -3.96
C -2.73 1.02 -4.58
C -2.12 0.03 -3.82
C -2.12 0.15 -2.44
C -1.40 3.62 0.96
C -1.52 4.79 1.73
C 1.65 2.63 -1.35
C 1.27 3.80 -1.97
C 2.17 4.66 -2.62
C 3.48 4.30 -2.60
C 4.68 5.03 -3.12
C 5.86 4.05 -2.93
C 5.26 2.89 -2.19
C 5.85 1.76 -1.72
C 5.00 0.79 -1.16
C 3.62 0.90 -1.01
P 2.97 -0.74 -0.43
C 3.77 -1.03 1.17
C 3.49 -2.26 1.77
C 4.01 -2.57 3.01
C 4.79 -1.65 3.69
C 5.06 -0.42 3.11
C 4.55 -0.10 1.86
C 3.77 -1.89 -1.58
C 4.96 -2.56 -1.28
C 5.55 -3.39 -2.22
C 4.97 -3.54 -3.47
C 3.79 -2.88 -3.78
C 3.19 -2.07 -2.83
C 3.00 2.13 -1.41
C 3.87 3.07 -2.03
H 2.01 3.56 1.06
H 1.70 5.49 2.57
H -0.50 7.58 2.71
H -0.70 6.57 4.13
H -2.83 7.54 2.32
H -3.04 6.61 3.79
H -4.88 5.28 1.75
H -4.74 3.14 0.59
H -5.34 0.99 -1.27
H -7.45 0.08 -0.42
H -7.59 -0.79 1.89
H -5.60 -0.71 3.36
H -3.47 0.17 2.51
H -3.75 3.09 -2.10
H -3.77 2.90 -4.55
H -2.74 0.95 -5.66
H -1.66 -0.82 -4.30
H -1.63 -0.63 -1.84
H 0.23 4.09 -1.93
H 1.82 5.57 -3.07
H 4.83 5.95 -2.55
H 4.54 5.33 -4.16
H 6.68 4.50 -2.37
H 6.27 3.72 -3.88
H 6.91 1.57 -1.81
H 5.48 -0.13 -0.85
H 2.89 -3.00 1.24
H 3.80 -3.54 3.46
H 5.19 -1.88 4.66
H 5.67 0.31 3.64
H 4.77 0.86 1.42
H 5.41 -2.45 -0.30
H 6.47 -3.91 -1.98
H 5.44 -4.18 -4.21
H 3.33 -3.01 -4.75
H 2.26 -1.56 -3.08
C -5.02 -3.74 1.11
N -3.87 -3.73 0.17
C -3.89 -2.52 -0.69
C -2.51 -3.90 0.85
C -2.18 -2.88 1.90
C -2.64 -3.12 3.20
C -2.28 -2.30 4.25
C -1.43 -1.23 4.02
C -0.99 -0.99 2.72
C -1.34 -1.79 1.62
H -5.93 -3.74 0.53
H -4.96 -2.84 1.72
H -4.96 -4.63 1.73
H -3.96 -4.54 -0.44
H -3.63 -1.67 -0.07
H -4.88 -2.39 -1.11
H -3.16 -2.65 -1.49
H -1.80 -3.85 0.03
H -2.52 -4.91 1.26
H -3.25 -3.99 3.41
H -2.63 -2.52 5.26
H -1.11 -0.60 4.83
H -0.35 -0.12 2.57
C -0.54 -5.67 -1.39
Si 0.73 -4.63 -0.45
C 2.42 -5.07 -1.08
C 0.65 -4.99 1.40
O 0.34 -3.02 -0.68
H -0.04 -6.35 -2.08
H -1.21 -5.05 -1.99
H -1.15 -6.29 -0.73
H 2.54 -6.14 -0.92
H 3.24 -4.57 -0.57
H 2.52 -4.88 -2.15
H 1.34 -5.80 1.65
H -0.34 -5.30 1.74
H 0.93 -4.13 2.02

Record 2
ORCA calculation (ωB97M-V with the def2-TZVPD basis set) on C60H58O3PS5Sr as an isolated structure at a distorted geometry.

Electronic energy: -133600.972 eV
LUMO energy: -2.123 eV
Total charge: +1
Maximum force: 1.70 eV/Å
2S+1: 1
Gap between HOMO and LUMO: 0.276 Ha
E_HOMO: -9.6 eV

Atoms and positions in Å:
Sr -0.10 -1.28 -1.59
C 1.15 6.97 -0.42
C 0.65 5.60 -0.07
C 1.14 4.47 -0.74
C 0.66 3.20 -0.44
C -0.30 3.06 0.54
C -0.81 4.16 1.22
C -0.32 5.42 0.91
S -0.94 1.47 0.98
O -0.64 0.56 -0.20
C 0.25 1.02 2.23
C 1.64 1.23 2.04
C 2.50 0.92 3.05
C 2.02 0.39 4.28
C 2.91 0.10 5.34
C 2.44 -0.45 6.51
C 1.07 -0.73 6.66
C 0.19 -0.45 5.65
C 0.64 0.13 4.44
C -0.25 0.43 3.37
C -1.68 0.04 3.46
C -2.61 0.83 4.20
C -2.20 2.02 4.86
C -3.11 2.77 5.56
C -4.46 2.37 5.63
C -4.88 1.23 5.00
C -3.96 0.44 4.27
C -4.38 -0.74 3.59
C -3.49 -1.48 2.87
C -2.14 -1.08 2.82
S -1.04 -2.07 1.80
O -1.92 -3.09 1.14
C -0.12 -2.89 3.07
C 1.26 -2.80 3.02
C 2.02 -3.45 3.98
C 1.41 -4.21 4.97
C 2.23 -4.92 6.01
C 0.02 -4.30 4.99
C -0.75 -3.65 4.04
H 2.19 6.94 -0.75
H 1.08 7.65 0.42
H 0.57 7.39 -1.24
H 1.90 4.59 -1.50
H 1.04 2.33 -0.96
H -1.58 4.04 1.97
H -0.71 6.29 1.43
H 2.01 1.63 1.11
H 3.56 1.08 2.92
H 3.96 0.31 5.22
H 3.13 -0.67 7.31
H 0.71 -1.17 7.58
H -0.86 -0.67 5.77
H -1.17 2.33 4.81
H -2.79 3.67 6.06
H -5.17 2.97 6.19
H -5.91 0.92 5.05
H -5.42 -1.03 3.65
H -3.79 -2.37 2.33
H 1.74 -2.19 2.25
H 3.10 -3.37 3.96
H 3.24 -4.52 6.06
H 2.31 -5.98 5.77
H 1.78 -4.84 6.99
H -0.47 -4.89 5.76
H -1.83 -3.73 4.06
C 1.20 -2.50 -6.84
C 0.24 -1.50 -6.82
C 0.26 -0.53 -5.83
C 1.26 -0.54 -4.85
C 2.22 -1.54 -4.87
C 2.19 -2.52 -5.86
P 1.20 0.77 -3.55
C 1.51 2.27 -4.55
C 0.97 3.47 -4.11
C 1.23 4.65 -4.79
C 2.01 4.63 -5.94
C 2.54 3.43 -6.39
C 2.30 2.25 -5.70
C 2.68 0.48 -2.55
C 3.91 1.09 -2.78
C 4.98 0.78 -1.96
C 4.80 -0.15 -0.94
C 3.56 -0.74 -0.73
C 2.43 -0.43 -1.51
H 1.19 -3.25 -7.61
H -0.53 -1.47 -7.58
H -0.49 0.25 -5.82
H 3.00 -1.56 -4.12
H 2.94 -3.30 -5.87
H 0.36 3.48 -3.22
H 0.80 5.59 -4.44
H 2.21 5.55 -6.48
H 3.16 3.41 -7.28
H 2.71 1.32 -6.06
H 4.04 1.81 -3.59
H 5.95 1.24 -2.11
H 5.64 -0.41 -0.30
H 3.48 -1.46 0.09
C -3.46 -4.75 -1.30
C -3.87 -3.64 -2.28
S -3.02 -2.03 -2.16
C -1.93 -2.04 -3.64
C -1.02 -3.29 -3.85
S 0.42 -3.79 -2.81
C -0.27 -4.10 -1.13
C -0.75 -5.51 -0.88
S -2.20 -5.93 -1.88
H -4.35 -5.35 -1.11
H -3.15 -4.33 -0.35
H -4.91 -3.38 -2.09
H -3.83 -3.99 -3.32
H -1.45 -1.04 -3.72
H -2.56 -2.03 -4.52
H -0.56 -3.17 -4.84
H -1.67 -4.16 -3.92
H -1.16 -3.48 -1.02
H 0.47 -3.77 -0.38
H -0.98 -5.64 0.17
H 0.01 -6.24 -1.16
C -2.37 4.09 -2.51
C -2.24 2.60 -2.28
O -2.96 2.17 -1.13
H -1.78 4.41 -3.38
H -2.03 4.64 -1.63
H -3.41 4.37 -2.71
H -1.20 2.34 -2.07
H -2.56 2.04 -3.16
H -3.87 2.50 -1.20

Record 3
ORCA calculation (ωB97M-V with the def2-TZVPD basis set) on C60H59BrGeN3O2P2Rh as an isolated structure at a distorted geometry.

Electronic energy: -219882.949 eV
LUMO energy (alpha / beta): 0.544 / -0.616 eV
Maximum force: 1.21 eV/Å
2S+1: 5
Gap between HOMO and LUMO (alpha / beta): 0.236 / 0.255 Ha
E_HOMO (alpha / beta): -5.9 / -7.5 eV

Atoms and positions in Å:
Rh 1.13 1.38 0.38
C -0.69 1.85 -3.10
C -0.79 3.02 -2.11
P -0.57 2.87 -0.25
C -1.96 0.53 -0.23
C -3.21 -0.07 -0.79
C -4.18 -0.69 -0.15
C -4.29 -0.87 1.32
C -1.66 -1.24 1.75
C -1.09 -0.49 0.56
C -1.01 4.59 0.18
C -1.03 5.64 -0.74
C -1.40 6.92 -0.35
C -1.74 7.18 0.96
C -1.68 6.16 1.90
C -1.30 4.89 1.51
C 0.70 1.25 -3.33
P 1.83 0.95 -1.87
C 2.87 2.47 -1.95
C 3.42 3.00 -3.11
C 4.16 4.17 -3.05
C 4.36 4.82 -1.85
C 3.82 4.29 -0.68
C 3.08 3.12 -0.74
C 2.90 -0.29 -2.70
C 2.34 -1.55 -2.95
C 3.10 -2.57 -3.47
C 4.44 -2.37 -3.74
C 5.02 -1.14 -3.47
C 4.26 -0.11 -2.94
H -1.02 2.24 -4.07
H -1.40 1.05 -2.86
H -1.74 3.53 -2.30
H 0.03 3.70 -2.37
H -3.31 0.02 -1.87
H -5.02 -1.06 -0.74
H -5.16 -1.50 1.55
H -1.05 -1.14 2.64
H -0.18 0.09 0.90
H -0.75 5.49 -1.77
H -1.42 7.71 -1.09
H -2.04 8.18 1.26
H -1.93 6.35 2.93
H -1.22 4.12 2.26
H 1.26 1.91 -4.00
H 0.59 0.29 -3.83
H 3.29 2.50 -4.06
H 4.58 4.57 -3.96
H 4.93 5.73 -1.81
H 3.97 4.79 0.27
H 2.65 2.70 0.19
H 1.30 -1.73 -2.73
H 2.64 -3.54 -3.66
H 5.04 -3.17 -4.16
H 6.07 -0.98 -3.68
H 4.73 0.84 -2.73
C 1.94 -1.37 5.04
C 1.60 0.10 4.86
N 1.97 0.53 3.54
C 2.74 -0.17 2.69
N 2.77 0.19 1.43
C 3.74 -0.45 0.56
C 5.00 -0.85 1.32
C 4.57 -1.79 2.44
N 3.50 -1.19 3.19
C 3.37 -1.59 4.58
H 1.27 -1.98 4.43
H 1.82 -1.67 6.08
H 2.14 0.70 5.61
H 0.53 0.28 4.99
H 1.37 1.24 3.11
H 4.00 0.26 -0.23
H 3.30 -1.34 0.08
H 5.45 0.05 1.76
H 5.72 -1.32 0.66
H 5.41 -1.99 3.11
H 4.25 -2.75 2.01
H 4.06 -1.00 5.21
H 3.65 -2.64 4.66
Br -3.48 2.50 4.43
C -3.38 2.48 2.52
C -4.46 3.04 1.85
C -4.40 3.11 0.45
C -3.36 2.59 -0.24
C -2.19 1.94 0.40
C -2.27 1.97 1.89
C -1.05 1.62 2.71
O -1.17 0.93 3.72
O 0.04 2.15 2.30
H -5.30 3.43 2.39
H -5.22 3.57 -0.08
H -3.38 2.61 -1.32
H -1.31 0.73 -1.09
C -0.65 -1.47 -0.46
Ge -1.80 -3.01 -0.46
C -2.23 -2.63 1.48
C -1.97 -3.73 2.39
C -2.18 -3.65 3.71
C -2.86 -2.52 4.28
C -3.39 -1.58 3.49
C -3.11 -1.48 2.05
C -0.58 -4.56 -0.70
C -0.70 -5.40 -1.80
C 0.24 -6.38 -2.06
C 1.32 -6.53 -1.21
C 1.46 -5.70 -0.11
C 0.51 -4.72 0.14
C -2.93 -2.88 -2.12
C -4.25 -3.30 -2.24
C -4.98 -3.00 -3.38
C -4.40 -2.28 -4.41
C -3.07 -1.90 -4.32
C -2.34 -2.20 -3.18
H 0.10 -1.14 -1.16
H -1.62 -4.66 1.96
H -1.94 -4.49 4.36
H -3.04 -2.52 5.34
H -4.04 -0.82 3.90
H -4.48 0.11 1.77
H -1.55 -5.27 -2.47
H 0.13 -7.02 -2.92
H 2.07 -7.28 -1.42
H 2.30 -5.82 0.56
H 0.62 -4.07 1.00
H -4.71 -3.85 -1.43
H -6.01 -3.32 -3.46
H -4.97 -2.01 -5.28
H -2.60 -1.35 -5.13
H -1.31 -1.90 -3.10

Among the records above, which one has the lowest maximum force? C60H58NO2P2SScSi

The highest 2S+1 belongs to which entry? C60H59BrGeN3O2P2Rh